(1)
11 unconnected molecules or ions with the total composition C52H109N11. Source: the Open Molecules 2025 dataset; level of theory: ωB97M-V/def2-TZVPD.

Max |F| in eV Å⁻¹: 4.444
Energy relative to the best compared isomer or geometry (same formula, charge and spin) in kJ/mol: 23.1
Structure (SMILES): CCN(CC)CC.CCN(CC)CC.CCN(CC)CC.CCN(CC)CC.CCCC#N.CCCC#N.CCCC#N.CCCC#N.CCCC#N.CCCC#N.CCCC#N

The geometry in ORCA input format:
```
! RIJCOSX wB97M-V def2-TZVPD def2/J DEFGRID3
* xyz 0 1
C 3.53713 -2.41068 1.87576
C 3.81914 -1.03015 2.38594
N 4.25561 -0.97230 3.80911
C 4.68217 0.39457 4.17523
C 5.98305 0.83369 3.49376
C 3.15904 -1.40202 4.72577
C 1.88209 -0.54587 4.70478
H 4.43211 -3.02200 1.99158
H 3.12999 -2.40476 0.86467
H 2.80114 -2.93103 2.48866
H 4.59737 -0.58323 1.76731
H 2.97530 -0.35437 2.24676
H 3.88229 1.08131 3.89833
H 4.81795 0.47427 5.25379
H 5.84092 1.08236 2.44207
H 6.41554 1.71938 3.95918
H 6.78394 0.09737 3.56093
H 3.56027 -1.31275 5.73529
H 2.95252 -2.46118 4.57211
H 1.29024 -0.67638 3.79882
H 2.09962 0.51482 4.83012
H 1.27185 -0.79934 5.57166
C 0.28064 2.19792 7.25275
C -1.02731 2.85132 6.61067
N -1.31217 2.37602 5.26410
C -0.29789 2.85073 4.26699
C -0.42945 2.32300 2.87386
C -2.69539 2.80274 4.83372
C -2.95552 4.31038 4.80179
H 0.46428 2.55989 8.26435
H 1.18572 2.47649 6.71301
H 0.22747 1.11054 7.19913
H -1.87678 2.58612 7.24010
H -1.04631 3.92966 6.76849
H 0.66242 2.47807 4.62339
H -0.20801 3.93676 4.24332
H 0.47760 2.67374 2.38157
H -1.26388 2.80227 2.36187
H -0.35962 1.23531 2.86194
H -2.86305 2.43374 3.82187
H -3.41373 2.33552 5.50738
H -2.65122 4.79832 5.72776
H -2.48082 4.82626 3.96716
H -4.02471 4.45676 4.64837
C 0.96140 -7.37707 1.17019
C 1.13429 -6.49386 -0.08795
N 2.50533 -6.47409 -0.53967
C 3.39961 -5.79765 0.40918
C 4.82671 -5.78665 -0.15730
C 2.54854 -6.05587 -1.98021
C 1.92331 -4.62610 -2.19742
H 1.35884 -8.37806 1.00240
H -0.08778 -7.53784 1.41813
H 1.38928 -7.02904 2.11034
H 0.48701 -6.87835 -0.87616
H 0.75212 -5.49327 0.11418
H 3.02114 -4.78639 0.55828
H 3.37940 -6.27345 1.38964
H 5.50406 -5.72766 0.69464
H 4.98359 -6.74034 -0.66124
H 5.02641 -4.98837 -0.87213
H 2.08939 -6.79732 -2.63407
H 3.57071 -5.97785 -2.35057
H 0.87649 -4.51971 -1.91291
H 2.09569 -4.23131 -3.19869
H 2.32169 -3.87924 -1.51069
C -2.36311 -1.08245 3.54643
C -3.37758 -0.89728 2.42324
N -4.81683 -0.87125 2.90670
C -5.61304 -1.17206 1.72843
C -5.62184 -2.68840 1.37026
C -5.11591 0.44211 3.49380
C -6.45437 0.39533 4.24314
H -2.56810 -2.09853 3.88357
H -2.44771 -0.38473 4.37958
H -1.33277 -1.05772 3.19160
H -3.06037 -0.02815 1.84698
H -3.24086 -1.72362 1.72570
H -6.64108 -0.84718 1.88869
H -5.23510 -0.62931 0.86201
H -4.83933 -2.97110 0.66609
H -5.57060 -3.26701 2.29259
H -6.53222 -2.88076 0.80255
H -5.07548 1.22110 2.73245
H -4.39231 0.64825 4.28246
H -6.30146 -0.21471 5.13340
H -7.34235 0.01785 3.73608
H -6.60240 1.40474 4.62690
C 2.89577 5.25052 -2.25971
C 3.29086 5.82328 -3.63334
C 3.98814 4.77888 -4.57228
C 3.11832 3.64499 -4.97256
N 2.45851 2.73891 -5.25390
H 2.19054 5.94270 -1.79964
H 3.77028 5.23947 -1.60918
H 2.39901 4.28226 -2.19800
H 3.89961 6.71810 -3.50361
H 2.34112 6.14651 -4.05951
H 4.90620 4.44208 -4.09080
H 4.32203 5.31585 -5.46012
C -3.42427 -4.10136 -3.77138
C -3.36517 -2.65009 -4.32720
C -4.10249 -1.57474 -3.48914
C -3.62642 -1.59884 -2.11584
N -3.21990 -1.60277 -1.02495
H -4.45053 -4.45286 -3.87790
H -3.16288 -4.25749 -2.72476
H -2.82164 -4.80178 -4.34961
H -3.70401 -2.55297 -5.35863
H -2.35473 -2.24465 -4.37956
H -5.15941 -1.84091 -3.50192
H -3.99340 -0.57165 -3.90144
C -0.15699 -0.02349 -5.95403
C 0.41493 -0.37390 -4.60339
C 1.26327 -1.66444 -4.70663
C 0.47904 -2.89915 -5.01920
N -0.12575 -3.86511 -5.22119
H -0.88866 -0.72569 -6.35362
H 0.68012 -0.04106 -6.65192
H -0.62002 0.96320 -5.94129
H -0.31246 -0.52445 -3.80569
H 1.04842 0.48099 -4.36689
H 1.79744 -1.87857 -3.78094
H 1.98964 -1.51974 -5.50636
C -3.63302 2.37123 -0.17456
C -4.76639 2.97536 -1.06925
C -6.22107 2.77995 -0.56309
C -6.57467 3.22794 0.79119
N -6.79214 3.54327 1.91638
H -2.69725 2.85265 -0.45861
H -3.56283 1.28636 -0.25359
H -3.80667 2.69034 0.85311
H -4.69984 2.60075 -2.09068
H -4.62315 4.05590 -1.07158
H -6.45443 1.71551 -0.58792
H -6.90222 3.27041 -1.25849
C 0.47856 -1.72758 -0.84817
C -0.00379 -0.88597 0.35691
C -0.31615 0.53984 -0.15024
C 0.86671 1.36631 -0.33352
N 1.80738 2.00788 -0.48972
H -0.39922 -1.94794 -1.45566
H 0.93483 -2.67186 -0.55110
H 1.10923 -1.18017 -1.54866
H 0.76274 -0.85334 1.13116
H -0.89902 -1.31113 0.81066
H -0.90930 1.15568 0.52579
H -0.84775 0.40276 -1.09189
C 4.86244 1.85636 -2.00408
C 5.11495 1.34013 -3.46019
C 5.91731 0.01853 -3.45959
C 5.01428 -1.05925 -2.99554
N 4.30428 -1.85843 -2.60428
H 4.08656 2.61780 -1.92458
H 5.72757 2.38430 -1.60290
H 4.62956 1.04666 -1.31254
H 5.58154 2.11663 -4.06636
H 4.16567 1.22682 -3.98378
H 6.83044 -0.01851 -2.86552
H 6.20595 -0.19844 -4.48804
C -1.89926 4.81918 -5.17017
C -0.55326 4.17894 -4.76040
C -0.62734 3.45279 -3.40513
C -1.60395 2.40138 -3.27049
N -2.40570 1.57100 -3.10503
H -2.12742 5.48749 -4.33987
H -2.73124 4.13896 -5.35243
H -1.79688 5.49889 -6.01612
H 0.33546 4.80476 -4.67891
H -0.22183 3.44233 -5.49228
H -0.89094 4.25832 -2.71975
H 0.38283 3.09832 -3.20019
*
```



(2)
5 unconnected molecules or ions with the total composition C78H76N4O14P. Source: the Open Molecules 2025 dataset; level of theory: ωB97M-V/def2-TZVPD.

Max |F| in eV Å⁻¹: 2.538

The geometry in ORCA input format:
```
! RIJCOSX wB97M-V def2-TZVPD def2/J DEFGRID3
* xyz 1 1
C 0.11832 0.11698 9.96317
C 0.63235 1.25171 9.45060
C -0.28608 2.22193 8.75794
O -1.33385 2.50382 9.22557
O 0.13613 2.71523 7.57135
C 0.06247 1.67865 6.55350
C -0.69892 2.22362 5.33802
C -0.40288 1.44855 4.02629
C -1.56219 0.46999 3.72398
C -1.99958 -0.31795 4.98777
C -2.71024 -1.64502 4.61901
C -4.17497 -1.80879 5.13199
C -5.18281 -1.91057 3.93533
O -5.51493 -3.23152 3.59428
C -4.60223 -3.76728 2.63946
N -4.74421 -0.75219 5.99820
C -4.27895 -0.93108 7.26015
N -4.42836 -0.09904 8.25066
C -5.17938 1.15708 8.09087
C -4.66971 2.31285 8.99684
P -5.35244 3.95242 8.54448
O -5.42386 4.72344 9.76446
O -4.49835 4.75945 7.43660
C -3.16552 4.27789 7.18374
C -2.67497 5.02673 5.91776
O -6.84093 3.76555 7.94118
C -7.00133 4.05927 6.53464
C -7.27121 5.55157 6.26238
N -3.65618 -2.14273 7.31408
C -4.23901 -2.94685 6.15847
N -3.63648 -4.17656 5.82953
C -4.24788 -5.33165 6.52962
C -5.68777 -5.61850 6.04887
H -0.68216 0.12493 10.70140
H 0.49941 -0.83200 9.58749
H 1.68461 1.53280 9.51701
H -0.44584 0.81644 6.98937
H 1.07435 1.42723 6.22068
H -1.76971 2.23324 5.56157
H -0.39295 3.26633 5.22040
H -0.28379 2.14724 3.19683
H 0.54540 0.91774 4.17474
H -2.40706 1.08385 3.38472
H -1.26047 -0.19987 2.91481
H -1.08225 -0.52257 5.54465
H -2.60912 0.37070 5.57879
H -2.75601 -1.68908 3.53132
H -2.05146 -2.46096 4.91726
H -4.79935 -1.32993 3.08308
H -6.10081 -1.40282 4.25089
H -3.56569 -3.78409 2.98927
H -4.68333 -3.24866 1.67659
H -4.89311 -4.80884 2.48792
H -4.63342 0.17372 5.59751
H -4.02243 -0.37336 9.13668
H -6.21066 0.93817 8.38336
H -5.22790 1.51072 7.06044
H -3.57744 2.29473 9.07820
H -5.05062 2.11008 10.00100
H -2.49818 4.57330 7.99338
H -3.11423 3.20983 6.95584
H -3.22419 5.96015 5.79046
H -1.59777 5.18165 5.91873
H -2.95184 4.40383 5.05802
H -6.20367 3.66042 5.90106
H -7.90888 3.52987 6.22469
H -8.08903 5.69697 5.55899
H -7.40996 6.09571 7.19719
H -6.37060 5.97779 5.80759
H -3.80618 -2.61817 8.20241
H -5.29825 -3.00306 6.44314
H -2.64860 -4.15048 6.06207
H -4.23525 -5.16396 7.61826
H -3.59809 -6.18534 6.33181
H -5.98791 -4.94594 5.24436
H -5.78394 -6.64351 5.68810
H -6.35069 -5.51838 6.91134
C 4.14539 1.31818 2.76468
C 5.40780 0.99798 2.27385
C 5.67053 1.09612 0.91751
C 4.66948 1.50365 0.04405
C 3.39779 1.80212 0.53410
C 3.14399 1.71869 1.89621
C 2.29595 2.19421 -0.38896
O 1.19016 2.45603 0.04571
C 2.57778 2.24761 -1.84648
C 1.55270 2.55564 -2.73369
C 1.81033 2.61924 -4.09423
C 3.09558 2.38427 -4.57440
C 4.11842 2.07266 -3.69552
C 3.86290 1.99397 -2.33250
C 4.96640 1.62317 -1.40994
O 6.08238 1.41780 -1.83918
H 3.94411 1.24946 3.82673
H 6.18692 0.67365 2.95180
H 6.65319 0.85215 0.53631
H 2.16111 1.96297 2.27670
H 0.55378 2.74162 -2.36223
H 1.00970 2.85398 -4.78409
H 3.29750 2.44115 -5.63740
H 5.11603 1.88568 -4.07153
C -4.95032 -10.72613 -4.33173
C -4.40661 -11.10618 -3.10857
C -4.58579 -10.30910 -1.99058
C -5.30022 -9.12156 -2.09236
C -5.82617 -8.72875 -3.32592
C -5.65757 -9.54053 -4.44069
C -6.55283 -7.43810 -3.46629
O -7.01407 -7.09613 -4.53473
C -6.69497 -6.56855 -2.26535
C -7.32109 -5.33388 -2.38647
C -7.47110 -4.52205 -1.27480
C -7.00372 -4.94414 -0.03359
C -6.37437 -6.17202 0.09063
C -6.20973 -6.98309 -1.02470
C -5.50054 -8.28402 -0.88069
O -5.09055 -8.64780 0.20372
H -4.81650 -11.35529 -5.20228
H -3.84402 -12.02746 -3.02886
H -4.16730 -10.60792 -1.03882
H -6.07550 -9.24334 -5.39321
H -7.68772 -5.00654 -3.35030
H -7.95490 -3.55845 -1.37258
H -7.12847 -4.31030 0.83634
H -6.00870 -6.49708 1.05581
C 4.68157 1.64372 -13.18113
C 5.16887 1.17463 -11.96481
C 4.89303 1.86148 -10.79453
C 4.13789 3.02764 -10.83584
C 3.66880 3.51055 -12.05902
C 3.93422 2.80861 -13.22853
C 2.89937 4.78288 -12.12879
O 2.48729 5.20146 -13.19052
C 2.65416 5.53472 -10.86762
C 1.98723 6.75266 -10.91829
C 1.74150 7.45615 -9.75119
C 2.15337 6.94177 -8.52551
C 2.82293 5.73109 -8.46965
C 3.08391 5.02781 -9.63957
C 3.83449 3.74526 -9.56896
O 4.19830 3.29389 -8.50167
H 4.89080 1.10053 -14.09384
H 5.76299 0.27006 -11.93163
H 5.26758 1.49372 -9.84804
H 3.56014 3.17555 -14.17499
H 1.66383 7.15219 -11.87027
H 1.22638 8.40729 -9.79364
H 1.95444 7.49027 -7.61356
H 3.14743 5.33401 -7.51686
C 9.51428 0.87365 -9.96885
C 10.66756 0.09456 -9.96424
C 11.21341 -0.33214 -8.76514
C 10.61566 0.02738 -7.56325
C 9.47171 0.82836 -7.56766
C 8.91805 1.24020 -8.77410
C 8.84452 1.26359 -6.29073
O 7.84654 1.95608 -6.29423
C 9.47103 0.83827 -5.01043
C 8.93072 1.28253 -3.81118
C 9.49227 0.88523 -2.61015
C 10.59394 0.03440 -2.60283
C 11.14054 -0.40730 -3.79705
C 10.58733 -0.00029 -5.00473
C 11.20290 -0.45305 -6.28171
O 12.16516 -1.19310 -6.27995
H 9.08438 1.19917 -10.90789
H 11.13905 -0.18074 -10.89902
H 12.10703 -0.94195 -8.76235
H 8.02433 1.85071 -8.77749
H 8.07224 1.94040 -3.81398
H 9.07025 1.23646 -1.67735
H 11.02845 -0.28117 -1.66264
H 11.99946 -1.06510 -3.79080
*
```



(3)
A molecular structure, C49H46AsN4O2SSiSr. Source: the Open Molecules 2025 dataset; level of theory: ωB97M-V/def2-TZVPD.

Max |F| in eV Å⁻¹: 0.231
Energy relative to the best compared isomer or geometry (same formula, charge and spin) in kJ/mol: 0.7

The geometry in ORCA input format:
```
! RIJCOSX wB97M-V def2-TZVPD def2/J DEFGRID3
* xyz -1 1
Sr -0.28940 -0.66266 -0.04795
O -4.54620 1.40058 0.59835
C -3.54711 0.72419 0.40903
N -2.25502 1.12337 0.23517
C -2.00680 2.45264 0.11707
O -2.78170 3.37705 -0.08094
C -0.52500 2.82486 0.18957
C -0.19594 4.15792 0.41573
C 1.13525 4.52744 0.43452
C 2.10422 3.55758 0.21693
C 1.69039 2.25456 0.00571
N 0.40677 1.89180 -0.00366
C -3.73664 -0.79172 0.42167
C -5.03004 -1.29871 0.40504
C -5.20841 -2.66730 0.47671
C -4.09418 -3.49036 0.57864
C -2.84157 -2.90192 0.57632
N -2.66883 -1.58308 0.48403
H -1.00099 4.86506 0.55263
H 1.41688 5.55764 0.61511
H 3.15935 3.79535 0.20948
H 2.41376 1.46742 -0.17166
H -5.85358 -0.60154 0.35274
H -6.20484 -3.09206 0.46278
H -4.18739 -4.56492 0.65397
H -1.93580 -3.49499 0.64695
C 0.29459 -2.65277 -1.80657
Si 1.13208 -1.72571 -3.08600
C -0.23916 -0.65886 -3.87243
N -0.73795 0.43800 -3.01796
C -2.19428 0.61980 -3.16222
C -2.56878 1.35631 -4.44418
C -1.99902 2.78945 -4.40676
C -0.91044 2.91254 -3.33615
C -0.00997 1.68620 -3.34008
C 2.53447 -0.69275 -2.30605
C 3.00503 -1.04540 -1.03831
C 4.08137 -0.38663 -0.44764
C 4.71045 0.65038 -1.11850
C 4.26138 1.02048 -2.38223
C 3.19554 0.35071 -2.96481
C 1.98110 -2.52127 -4.60178
C 3.36323 -2.70808 -4.68059
C 3.95581 -3.31714 -5.77969
C 3.17385 -3.75590 -6.83816
C 1.79723 -3.58529 -6.78402
C 1.21654 -2.97930 -5.67879
H 0.88901 -3.35488 -1.21558
H -0.60134 -3.16237 -2.17918
H -1.04426 -1.39602 -3.97834
H -0.01359 -0.30418 -4.89012
H -2.57540 1.16969 -2.29926
H -2.65295 -0.36987 -3.12311
H -3.65425 1.37030 -4.56244
H -2.16614 0.80589 -5.29901
H -2.79260 3.51049 -4.20135
H -1.58008 3.04787 -5.38353
H -1.36983 3.04899 -2.35782
H -0.29746 3.79982 -3.51294
H 0.82418 1.81485 -2.65210
H 0.42614 1.60198 -4.34894
H 2.54024 -1.85807 -0.48728
H 4.41209 -0.69068 0.53865
H 5.54758 1.16797 -0.66500
H 4.75060 1.82714 -2.91569
H 2.87611 0.64062 -3.96037
H 3.99444 -2.36802 -3.86690
H 5.03124 -3.44761 -5.80952
H 3.63241 -4.22883 -7.69801
H 1.17553 -3.92637 -7.60351
H 0.13728 -2.86521 -5.65717
S 1.11780 -2.58222 1.77098
C 1.80906 -2.17312 3.32716
C 2.71366 -3.05604 3.93984
C 3.27984 -2.77506 5.16892
C 2.96263 -1.59928 5.84134
C 2.06359 -0.71794 5.26147
C 1.48416 -0.99746 4.02711
As 0.28653 0.22327 3.11706
C 0.29453 1.75570 4.33367
C 0.96928 2.89896 3.91756
C 1.00679 4.03323 4.71850
C 0.36022 4.03531 5.94506
C -0.32185 2.90102 6.36751
C -0.35437 1.76942 5.56624
C -1.45924 -0.50881 3.60850
C -2.58020 0.29913 3.43103
C -3.85456 -0.20120 3.65144
C -4.01846 -1.52289 4.04560
C -2.90522 -2.33011 4.23254
C -1.62866 -1.82652 4.01687
H 2.96502 -3.97039 3.41690
H 3.97882 -3.47858 5.60708
H 3.40783 -1.37381 6.80227
H 1.81156 0.20281 5.77486
H 1.46413 2.90559 2.95229
H 1.53237 4.91745 4.37825
H 0.38108 4.92013 6.56931
H -0.83317 2.89941 7.32240
H -0.89600 0.88944 5.89489
H -2.46512 1.32554 3.09878
H -4.71451 0.43439 3.48100
H -5.01300 -1.92368 4.20038
H -3.02832 -3.36252 4.53730
H -0.76542 -2.46764 4.14340
*
```



| no. | electronic energy (Eh) |
| --- | --- |
| 1 | -2648.88673 |
| 2 | -4631.44699 |
| 3 | -5218.71632 |